Entry 1:
# C56H51FIIrN2O4P2S2Si

A structure of composition C56H51FIIrN2O4P2S2Si (the ωB97M-V functional and the def2-TZVPD basis, the Open Molecules 2025 dataset).

Output
- LUMO level (alpha / beta): 1.83 / 1.46 eV
- ⟨S²⟩: 0.755
- Electronic energy: -4845.7660 Ha
- HOMO (alpha / beta): -4.43 / -4.39 eV
- Charge: -1
- ΔE to the lowest compared entry with this formula, charge and spin: 0.00 kcal per mole
- Multiplicity: 2

CARTESIAN COORDINATES (ANGSTROEM)
Ir  -0.25585  -0.34488  0.80557
S  -0.36331  -0.14493  3.25711
P  0.00037  1.74629  2.69516
C  -0.43213  1.57427  1.02578
P  -0.89522  2.75257  -0.19891
S  -2.44942  2.42176  -1.33621
C  -1.11731  4.30217  0.77092
C  -0.09080  5.21765  0.99135
C  -0.32973  6.39362  1.69048
C  -1.59425  6.65561  2.19493
C  -2.61992  5.74063  1.99482
C  -2.38583  4.57992  1.27638
C  0.55216  3.12761  -1.24906
C  1.66962  2.30283  -1.28735
C  2.70854  2.58093  -2.16883
C  2.63352  3.67687  -3.01413
C  1.51104  4.49977  -2.98309
C  0.47519  4.22245  -2.10855
C  -0.87733  2.93734  3.76273
C  -2.09998  2.55819  4.31375
C  -2.76755  3.40202  5.18701
C  -2.21150  4.62780  5.53080
C  -0.98707  5.00375  4.99633
C  -0.32184  4.16183  4.12003
C  1.74107  2.21881  2.94480
C  2.45275  2.88563  1.95643
C  3.76928  3.26727  2.17818
C  4.38168  2.96876  3.38624
C  3.67662  2.28778  4.37158
C  2.36012  1.91729  4.15323
H  0.90141  5.02806  0.60600
H  0.47636  7.10158  1.84345
H  -1.78385  7.57082  2.74302
H  -3.60848  5.93703  2.39212
H  -3.18998  3.87568  1.08817
H  1.72773  1.43602  -0.64003
H  3.57044  1.92510  -2.19606
H  3.44167  3.88761  -3.70396
H  1.43975  5.35038  -3.65007
H  -0.41171  4.84557  -2.10441
H  -2.51573  1.58556  4.07814
H  -3.71811  3.09572  5.60519
H  -2.72776  5.28464  6.21992
H  -0.54588  5.95729  5.26021
H  0.63157  4.46943  3.70909
H  1.98829  3.08497  1.00052
H  4.31671  3.78120  1.39680
H  5.41285  3.25304  3.55755
H  4.15794  2.03804  5.30893
H  1.81429  1.37087  4.91435
C  -4.74878  -1.61932  0.32893
Si  -3.47491  -1.01045  1.58301
C  -3.95005  -1.59067  3.33011
C  -3.60069  0.85732  1.53901
N  -1.88188  -1.60557  1.10264
C  -1.76192  -2.92815  0.73973
C  -2.63758  -3.91805  1.23527
C  -2.56665  -5.24835  0.85679
C  -1.60311  -5.68764  -0.03701
C  -0.69976  -4.75688  -0.52733
C  -0.78958  -3.43712  -0.14046
F  0.13947  -2.59425  -0.66079
H  -5.75071  -1.28324  0.61949
H  -4.77700  -2.70247  0.20873
H  -4.49987  -1.17603  -0.63818
H  -4.45527  -0.77960  3.86553
H  -3.06568  -1.86754  3.91006
H  -4.63143  -2.44489  3.31727
H  -4.44143  1.16073  2.17321
H  -3.78377  1.18994  0.51847
H  -2.70344  1.37103  1.87939
H  -3.39857  -3.63878  1.95032
H  -3.28206  -5.94696  1.27645
H  -1.54781  -6.72460  -0.34165
H  0.08249  -5.02738  -1.22721
I  8.48307  -1.26181  2.66282
C  6.43178  -1.21734  2.23568
C  5.69327  -2.38754  2.32064
C  4.33606  -2.35126  2.04188
C  3.72799  -1.15960  1.67309
C  4.48280  0.00546  1.58936
C  5.83856  -0.01628  1.87522
C  2.25234  -1.13663  1.39936
O  1.53795  -2.09882  1.69783
O  1.79509  -0.03664  0.87969
H  6.17124  -3.31529  2.60490
H  3.72613  -3.24250  2.11293
H  3.98904  0.92767  1.30930
H  6.42601  0.89047  1.82096
C  1.44427  -6.57827  -4.88411
C  0.08691  -5.94750  -4.70897
C  -1.05076  -6.72049  -4.91390
C  -2.31404  -6.18138  -4.73169
C  -2.44484  -4.85016  -4.38897
C  -1.31732  -4.05144  -4.19168
N  -1.53017  -2.71535  -3.81149
C  -0.84703  -1.61966  -4.30361
C  -0.37964  -1.58879  -5.62308
C  0.27691  -0.47275  -6.10926
C  0.48392  0.64059  -5.30551
C  0.04485  0.61432  -3.99099
C  -0.61285  -0.49600  -3.48085
C  -1.02375  -0.56364  -2.04647
O  -2.06036  -1.10219  -1.69194
O  -0.12450  -0.08024  -1.23144
C  -0.03154  -4.60841  -4.31159
C  1.19548  -3.81468  -3.95600
H  1.35001  -7.57442  -5.31607
H  1.96717  -6.67789  -3.92942
H  2.08499  -5.98129  -5.53619
H  -0.93989  -7.75838  -5.20880
H  -3.19624  -6.79381  -4.87559
H  -3.42105  -4.39631  -4.26952
H  -2.03989  -2.53474  -2.95179
H  -0.54624  -2.45049  -6.25926
H  0.62190  -0.46958  -7.13738
H  0.98691  1.51705  -5.69518
H  0.20932  1.45946  -3.33478
H  1.61052  -3.28528  -4.81826
H  1.97541  -4.46458  -3.55945
H  0.96982  -3.06486  -3.19866

***

Entry 2:
# C56H52As2CoNP2

A structure of composition C56H52As2CoNP2 in a non-equilibrium geometry (the ωB97M-V functional and the def2-TZVPD basis, the Open Molecules 2025 dataset).

Output
- LUMO level (alpha / beta): -4.98 / -7.58 eV
- ⟨S²⟩: 6.063
- Electronic energy: -8755.5872 Ha
- HOMO (alpha / beta): -10.01 / -13.03 eV
- Charge: +2
- Multiplicity: 5

CARTESIAN COORDINATES (ANGSTROEM)
Co  0.59932  1.47365  -1.05133
C  3.48722  2.26295  1.00267
C  2.20632  2.90395  1.45477
As  0.88002  1.47365  1.41257
C  -0.78018  2.45375  1.77507
C  -1.93408  1.70795  2.05337
C  -3.14778  2.35105  2.31207
C  -3.21718  3.74595  2.29277
C  -2.07238  4.49755  2.01567
C  -0.85618  3.85665  1.75707
C  1.10182  0.90505  3.27427
C  1.02072  1.82815  4.32967
C  1.17522  1.40265  5.65187
C  1.40832  0.05355  5.92977
C  1.48302  -0.87115  4.88397
C  1.32772  -0.44575  3.56007
As  3.08842  1.47365  -0.77063
C  4.98692  1.17505  -1.21953
C  5.52592  -0.10385  -1.45603
C  6.88282  -0.25505  -1.75773
C  7.71352  0.86435  -1.83423
C  7.18632  2.13855  -1.61643
C  5.83002  2.29335  -1.31433
C  2.62112  -0.39225  -0.34903
C  1.57882  -0.98665  -1.07393
C  1.20822  -2.31005  -0.82233
C  1.87872  -3.04865  0.15567
C  2.92012  -2.46315  0.88197
C  3.29132  -1.13735  0.63417
H  3.85612  1.50535  1.72237
H  4.24642  3.06605  0.90897
H  1.93362  3.67205  0.70067
H  2.31132  3.39015  2.44437
H  -1.89038  0.62625  2.06867
H  -4.03428  1.76785  2.52557
H  -4.15738  4.24395  2.49147
H  -2.12758  5.57845  2.00007
H  0.00932  4.46345  1.54567
H  0.83392  2.87475  4.13377
H  1.11202  2.11915  6.46097
H  1.52702  -0.27475  6.95417
H  1.65882  -1.91715  5.09967
H  1.37912  -1.16875  2.76057
H  4.91542  -0.99115  -1.41613
H  7.29042  -1.24245  -1.93313
H  8.76382  0.74445  -2.06643
H  7.82882  3.00715  -1.68033
H  5.43712  3.28765  -1.14863
H  1.05612  -0.42195  -1.83633
H  0.40352  -2.76295  -1.38763
H  1.59142  -4.07415  0.34907
H  3.43732  -3.03685  1.63957
H  4.09932  -0.70065  1.20117
C  -0.72758  -2.22435  -1.35293
P  -0.72468  -0.37545  -1.05133
C  -0.15328  0.28075  -2.66063
C  -0.81958  1.30805  -3.34483
C  -0.33508  1.80245  -4.56093
C  0.84322  1.29785  -5.10243
C  1.54472  0.30995  -4.42083
C  1.05592  -0.18495  -3.20783
C  -2.51498  -0.02495  -1.02133
C  -3.04778  0.63095  0.09837
C  -4.41448  0.90945  0.18367
C  -5.26898  0.53755  -0.85053
C  -4.75788  -0.11335  -1.97013
C  -3.39138  -0.39375  -2.05383
P  -0.55448  -3.30675  0.15367
C  -0.81088  -5.00285  -0.48623
C  -0.67878  -5.34585  -1.83953
C  -0.87718  -6.66165  -2.27293
C  -1.19548  -7.66085  -1.35803
C  -1.30978  -7.34705  -0.00793
C  -1.11448  -6.03195  0.42317
C  -2.12558  -3.01005  1.02937
C  -2.07768  -2.49085  2.33227
C  -3.25138  -2.24485  3.04867
C  -4.48918  -2.51435  2.47127
C  -4.55338  -3.03045  1.17927
C  -3.37938  -3.27815  0.46317
H  0.15232  -2.45785  -1.95883
H  -1.59938  -2.51775  -1.94443
H  -1.72508  1.75475  -2.94033
H  -0.87588  2.59195  -5.07623
H  1.22302  1.68765  -6.04293
H  2.48072  -0.06935  -4.82283
H  1.65262  -0.93025  -2.68613
H  -2.40328  0.92125  0.92567
H  -4.80908  1.41045  1.06347
H  -6.33178  0.75245  -0.78233
H  -5.42138  -0.40465  -2.77983
H  -3.02058  -0.89745  -2.94343
H  -0.41668  -4.60615  -2.58953
H  -0.77758  -6.90485  -3.32773
H  -1.34738  -8.68255  -1.69543
H  -1.54948  -8.12275  0.71447
H  -1.20678  -5.81765  1.48687
H  -1.12178  -2.26955  2.80277
H  -3.19628  -1.84095  4.05587
H  -5.40308  -2.32005  3.02557
H  -5.51768  -3.23655  0.72297
H  -3.46048  -3.68035  -0.54363
C  -2.10028  5.31105  -1.03953
C  -0.75478  5.38875  -0.69543
C  -0.00448  4.22385  -0.71603
N  -0.50378  3.01425  -1.05133
C  -1.81318  2.97005  -1.38063
C  -2.64368  4.07945  -1.38953
H  -2.72018  6.20295  -1.03493
H  -0.30118  6.33335  -0.41793
H  1.04992  4.23265  -0.45553
H  -2.19028  1.98665  -1.64613
H  -3.68848  3.98535  -1.66253
H  0.59932  1.47365  -2.64563

***

Question: What is the ⟨S²⟩ in the first record?
Answer: 0.755

***

Question: The highest electronic energy belongs to which entry?
Answer: C56H51FIIrN2O4P2S2Si